Below is a cluster of 2 separate species, C3H7N3O in total in a non-equilibrium geometry, with properties calculated with wB97M-V/def2-TZVPD.

Results
Energy, a.u.: -357.89474
HOMO, eV: -8.088
HOMO-LUMO gap, eV: 9.218
ΔE to the lowest compared entry with this formula, charge and spin, kJ/mol: 407.30

Each line ends with the Mulliken charge.
CARTESIAN COORDINATES (ANGSTROEM)
C  -2.101  -0.309  -0.292  -0.798
N  -0.833  -0.076  0.352  -0.113
C  1.161  -1.534  -0.663  -0.099
C  0.118  0.753  -0.185  -0.050
O  1.958  2.039  -0.180  -0.374
N  0.993  1.307  0.566  -0.566
N  1.770  -1.981  0.229  -0.166
H  2.573  2.345  0.498  0.358
H  -0.820  -0.133  1.360  0.229
H  2.408  -2.210  0.964  0.293
H  0.044  0.940  -1.253  0.430
H  -1.949  -0.305  -1.379  0.290
H  -2.843  0.454  -0.028  0.303
H  -2.481  -1.291  0.009  0.264

Below is a cluster of 2 separate species, CH9N5 in total in a non-equilibrium geometry, with properties calculated with wB97M-V/def2-TZVPD.

Results
Energy, a.u.: -316.40277
HOMO, eV: -18.276
HOMO-LUMO gap, eV: 7.671
ΔE to the lowest compared entry with this formula, charge and spin, kJ/mol: 758.24
Total charge: +2

Each line ends with the Mulliken charge.
CARTESIAN COORDINATES (ANGSTROEM)
C  1.505  -1.158  -0.206  -0.299
N  1.632  0.023  0.561  0.329
N  0.332  -0.452  0.134  -0.338
N  -3.292  -0.148  0.165  -0.008
N  2.384  0.953  0.021  -0.517
N  -2.339  0.608  0.013  -0.038
H  1.629  -1.179  -1.375  0.305
H  1.650  -2.103  0.164  0.264
H  1.816  -0.035  1.623  0.395
H  -0.165  0.039  -0.555  0.360
H  -2.978  -1.092  0.331  0.307
H  -4.322  0.075  0.143  0.340
H  2.433  1.911  0.334  0.279
H  2.400  0.917  -0.967  0.253
H  -2.686  1.643  -0.384  0.368

Below is a structure of composition C15H42N5O6PSSi2 in a non-equilibrium geometry, with properties calculated with wB97M-V/def2-TZVPD.

Results
Energy, a.u.: -2640.54703
HOMO, eV: -8.055
HOMO-LUMO gap, eV: 8.562

Each line ends with the Mulliken charge.
CARTESIAN COORDINATES (ANGSTROEM)
N  2.080  -1.105  5.709  -0.518
Si  1.758  -2.616  4.959  0.470
O  0.352  -3.218  5.564  -0.247
Si  -0.679  -4.112  4.586  0.454
C  -1.703  -2.950  3.512  -0.502
C  -3.162  -2.834  3.955  -0.520
C  -3.379  -1.615  4.839  -0.510
O  -4.317  -1.822  5.874  -0.562
P  1.666  -2.101  2.771  0.105
S  0.981  -0.284  2.422  -0.372
H  2.005  -0.323  5.067  0.224
H  2.964  -1.095  6.197  0.265
H  2.917  -3.497  5.188  -0.138
H  0.060  -5.085  3.750  -0.081
H  -1.566  -4.859  5.502  -0.273
H  -1.626  -3.311  2.498  0.430
H  -1.228  -1.980  3.560  0.178
H  -3.760  -2.701  3.070  0.218
H  -3.524  -3.724  4.446  0.390
H  -3.769  -0.820  4.228  0.311
H  -2.434  -1.261  5.244  0.285
H  -3.991  -2.543  6.430  0.321
H  1.026  -3.078  1.982  0.086
H  3.005  -2.156  2.340  0.123
C  3.945  -2.016  -2.799  -1.010
C  3.684  -2.309  -1.346  0.802
O  4.564  -2.600  -0.547  -0.687
N  2.394  -2.197  -0.952  0.033
C  1.238  -1.830  -1.757  -0.622
H  5.009  -2.096  -2.999  0.330
H  3.412  -2.718  -3.438  0.385
H  3.615  -1.008  -3.037  0.016
H  2.250  -2.373  0.026  -0.024
H  0.779  -0.924  -1.356  0.213
H  0.497  -2.631  -1.733  0.275
H  1.525  -1.650  -2.789  0.185
C  2.148  0.627  -6.975  -1.469
C  2.121  0.317  -5.497  0.888
O  1.914  -0.812  -5.078  -0.662
N  2.320  1.346  -4.639  0.014
C  2.563  2.744  -4.945  -0.915
H  1.968  -0.292  -7.521  0.344
H  1.372  1.348  -7.231  0.334
H  3.120  1.026  -7.269  0.343
H  2.267  1.080  -3.669  0.267
H  3.519  3.058  -4.524  0.276
H  1.774  3.360  -4.513  0.284
H  2.585  2.904  -6.017  0.396
C  -1.104  2.864  3.224  -1.247
C  -1.740  2.818  1.857  0.740
O  -1.125  2.380  0.898  -0.548
N  -3.013  3.280  1.727  -0.148
C  -3.879  3.828  2.756  -0.895
H  -0.102  2.461  3.125  0.194
H  -1.036  3.891  3.586  0.409
H  -1.657  2.259  3.943  0.329
H  -3.370  3.218  0.788  0.211
H  -4.786  3.228  2.843  0.283
H  -4.164  4.850  2.502  0.297
H  -3.375  3.837  3.715  0.344
C  -0.937  2.500  -2.177  -1.571
C  -0.158  2.303  -3.457  1.000
O  1.062  2.249  -3.479  -0.735
N  -0.867  2.182  -4.614  -0.029
C  -2.306  2.217  -4.792  -0.982
H  -0.246  2.575  -1.350  0.327
H  -1.527  3.418  -2.226  0.389
H  -1.600  1.654  -1.995  0.376
H  -0.289  2.051  -5.428  0.137
H  -2.654  1.280  -5.231  0.306
H  -2.584  3.034  -5.460  0.309
H  -2.804  2.361  -3.841  0.367

Below is a structure of composition C12H34BN4OPSi2 in a non-equilibrium geometry, with properties calculated with wB97M-V/def2-TZVPD.

Results
Energy, a.u.: -1717.12685
HOMO, eV: -5.092
HOMO-LUMO gap, eV: 3.274

Each line ends with the Mulliken charge.
CARTESIAN COORDINATES (ANGSTROEM)
C  -1.382  6.304  -1.249  -0.866
B  -1.716  6.027  0.251  0.304
O  -1.169  6.712  1.284  -0.554
N  -2.702  4.928  0.543  -0.070
C  -2.502  3.976  1.398  -0.164
N  -1.441  3.796  2.188  -0.159
C  -1.990  3.311  3.492  -0.568
C  -3.399  2.825  3.058  -0.572
N  -3.404  2.954  1.597  0.070
P  -3.052  1.457  0.711  -0.022
C  -1.477  0.775  1.345  -0.531
C  -2.608  1.958  -0.991  -0.952
H  -0.526  6.952  -1.343  0.272
H  -2.261  6.742  -1.716  0.332
H  -1.214  5.344  -1.722  0.352
H  -0.204  6.612  1.322  0.358
H  -3.575  4.866  0.031  0.359
H  -0.861  4.600  2.397  0.311
H  -2.052  4.129  4.189  0.379
H  -1.414  2.479  3.875  0.350
H  -3.763  1.899  3.472  0.367
H  -4.080  3.587  3.433  0.335
H  -1.685  0.104  2.165  0.330
H  -0.746  1.527  1.622  0.297
H  -1.014  0.197  0.554  0.051
H  -2.253  1.080  -1.508  0.422
H  -3.460  2.344  -1.533  0.321
H  -1.788  2.670  -1.005  0.261
C  0.686  -3.234  1.852  -0.972
Si  1.073  -3.634  0.037  -0.017
C  -0.014  -2.458  -0.995  -0.966
C  0.459  -5.400  -0.260  -1.034
N  2.713  -3.421  -0.221  -0.120
Si  3.498  -3.651  -1.691  0.141
C  2.897  -2.497  -3.073  -1.046
C  3.392  -5.423  -2.352  -1.046
C  5.340  -3.280  -1.462  -1.014
H  -0.386  -3.354  2.061  0.265
H  1.239  -3.902  2.514  0.257
H  0.965  -2.203  2.083  0.208
H  -1.052  -2.457  -0.629  0.337
H  -0.043  -2.752  -2.045  0.344
H  0.370  -1.436  -0.929  0.188
H  1.113  -6.115  0.241  0.256
H  0.427  -5.641  -1.324  0.301
H  -0.557  -5.537  0.133  0.339
H  1.905  -2.779  -3.433  0.295
H  3.577  -2.530  -3.934  0.358
H  2.858  -1.466  -2.716  0.237
H  3.645  -6.136  -1.565  0.258
H  4.094  -5.575  -3.181  0.347
H  2.393  -5.658  -2.725  0.304
H  5.772  -3.948  -0.713  0.254
H  5.484  -2.249  -1.132  0.242
H  5.891  -3.419  -2.399  0.270

Below is a structure of composition C26H49N6O2PbSi4Te, with properties calculated with wB97M-V/def2-TZVPD.

Results
Energy, a.u.: -3117.18760
HOMO, eV: -15.183
HOMO-LUMO gap, eV: 6.425
ΔE to the lowest compared entry with this formula, charge and spin, kJ/mol: 8.81
Total charge: +3

Each line ends with the Mulliken charge.
CARTESIAN COORDINATES (ANGSTROEM)
Pb  2.116  -1.129  -1.400  0.859
O  8.603  -1.260  1.699  -0.497
C  8.537  -1.054  0.311  -0.613
C  7.093  -1.019  -0.096  0.282
C  6.730  -0.889  -1.433  -1.025
C  5.393  -0.870  -1.760  -0.242
N  4.424  -0.953  -0.838  -0.301
C  4.760  -1.063  0.459  0.110
C  6.082  -1.113  0.857  -0.194
C  3.632  -1.118  1.429  0.120
C  3.821  -1.055  2.801  -0.133
C  2.730  -1.093  3.656  0.735
C  2.867  -1.002  5.158  -1.020
O  2.036  0.043  5.624  -0.503
C  1.458  -1.195  3.099  -0.675
C  1.332  -1.245  1.732  0.320
N  2.395  -1.206  0.912  -0.130
H  9.524  -1.297  1.980  0.327
H  9.038  -1.851  -0.250  0.380
H  8.998  -0.104  0.014  0.375
H  7.474  -0.817  -2.215  0.477
H  5.078  -0.787  -2.793  0.451
H  6.364  -1.241  1.890  0.607
H  4.817  -0.964  3.209  0.349
H  3.912  -0.875  5.443  0.437
H  2.518  -1.941  5.596  0.283
H  2.569  0.747  6.004  0.327
H  0.580  -1.222  3.730  0.500
H  0.362  -1.327  1.256  -0.161
C  -5.267  -3.359  -1.919  -0.549
Si  -3.640  -3.938  -2.510  0.108
C  -2.770  -5.207  -1.528  -0.870
C  -3.130  -3.540  -4.216  -0.852
Si  -2.996  -0.700  -0.493  0.012
Te  -1.131  -1.843  -1.427  -0.136
Si  -3.483  -1.056  1.814  0.335
C  -2.543  0.316  2.664  -0.991
C  -5.326  -0.866  1.975  -1.006
C  -2.878  -2.759  2.262  -0.969
Si  -4.143  0.877  -1.863  0.606
C  -5.963  0.495  -1.974  -1.125
C  -3.842  2.438  -0.874  -0.882
C  -3.352  0.903  -3.550  -1.044
H  -6.021  -4.030  -2.356  0.455
H  -5.508  -2.352  -2.260  -0.026
H  -5.367  -3.424  -0.835  0.236
H  -3.081  -6.196  -1.888  0.415
H  -3.040  -5.138  -0.475  0.295
H  -1.689  -5.142  -1.637  0.357
H  -3.382  -4.392  -4.860  0.412
H  -2.056  -3.377  -4.291  0.353
H  -3.663  -2.669  -4.596  0.304
H  -2.917  1.297  2.368  0.362
H  -1.472  0.283  2.449  0.244
H  -2.669  0.231  3.747  0.379
H  -5.686  0.072  1.549  0.290
H  -5.605  -0.870  3.032  0.385
H  -5.862  -1.688  1.496  0.326
H  -1.911  -2.993  1.811  0.292
H  -3.595  -3.520  1.949  0.313
H  -2.774  -2.841  3.347  0.391
H  -6.423  0.215  -1.026  0.341
H  -6.171  -0.283  -2.710  0.351
H  -6.465  1.402  -2.324  0.395
H  -4.506  2.480  -0.009  0.358
H  -4.054  3.310  -1.498  0.441
H  -2.815  2.534  -0.513  0.071
H  -3.867  0.211  -4.219  0.300
H  -2.295  0.634  -3.537  0.281
H  -3.445  1.901  -3.985  0.388
C  -0.520  4.650  -1.050  -1.461
C  0.738  5.433  -0.687  0.786
C  0.901  5.566  0.823  -1.463
C  1.977  4.845  -1.363  -1.093
N  2.164  3.410  -1.075  0.571
C  1.781  2.350  -1.772  -0.308
N  2.099  1.275  -1.075  -0.074
N  2.680  1.713  0.068  0.308
N  2.716  2.984  0.073  -0.839
H  -1.404  5.168  -0.680  0.517
H  -0.512  3.657  -0.587  0.181
H  -0.637  4.533  -2.131  0.387
H  0.655  6.435  -1.116  0.328
H  1.102  4.603  1.296  0.299
H  -0.010  5.969  1.263  0.413
H  1.719  6.240  1.078  0.405
H  2.890  5.342  -1.039  0.377
H  1.905  4.923  -2.448  0.420
H  1.314  2.384  -2.742  0.454

What is the formula in the fourth record?
C12H34BN4OPSi2

What is the energy in the second record?
-316.40277 a.u.

Among the records above, which one has the highest HOMO?
C12H34BN4OPSi2